1.
DFT (the ωB97M-V functional and the def2-TZVPD basis) results for a structure of composition C45H50HgIN2O10P2SSb in a non-equilibrium geometry.

Positions of all 113 atoms, in Å:
N: 0.4130 -1.0394 3.2729
H: -5.3872 -1.7948 2.9720
C: -1.9735 -1.2624 1.2990
N: -4.3895 -1.4757 1.2148
C: 4.0038 0.0687 -1.5890
H: -1.9447 4.9073 0.8562
C: 3.8273 -3.5676 -1.4975
Sb: 1.5539 -1.6502 -1.5329
C: -3.2687 -1.0724 -0.8652
C: -0.8959 -1.1578 3.6059
C: 1.4507 -4.1010 -4.4395
C: 3.1002 -0.4500 -2.5192
H: -4.1475 2.7367 3.0670
P: 2.3812 2.0379 1.9823
C: 4.8137 -4.4942 -1.7844
S: -2.2374 2.5176 0.9000
H: 0.7662 -4.9321 -4.2519
C: -3.2080 -1.2768 0.6187
H: 2.8949 -1.8755 -5.1499
H: -2.8058 -3.4513 4.8364
H: -3.2267 -1.5860 -5.1806
C: 2.7206 -3.3699 -2.3278
H: -0.5686 3.1802 -0.7693
H: 4.3812 2.1638 0.5659
O: 3.1410 2.8239 3.1829
H: 1.8442 0.6316 7.2997
H: 1.4868 4.7008 1.3956
C: -2.1228 -2.6678 -3.6966
H: 4.5978 0.7496 -5.3085
I: 3.1428 -2.4267 2.3628
C: -0.8453 -3.8064 -1.8519
C: -3.9900 2.9677 0.9446
C: 3.6376 -1.1636 5.0720
H: -7.9396 5.5820 0.7904
C: 1.3442 -0.8383 4.2573
H: 0.1337 -4.2775 -1.9669
H: 3.5153 -5.7021 -4.6504
O: -1.9062 2.6357 -0.5647
H: -1.8313 0.4486 -4.9742
H: -6.4496 4.0419 -1.0976
C: 3.6105 -5.0945 -3.7566
C: -2.3849 -1.5673 -4.4998
H: 0.8927 -3.1789 -4.3388
H: -2.3791 -0.5594 -1.2242
H: -1.6187 -4.5659 -1.9592
H: 5.4710 -5.9885 -3.1841
C: 5.1093 0.8136 -1.9761
C: -5.9407 3.5459 2.2031
C: 3.3508 -0.4579 6.2349
H: -4.1130 3.1839 -1.1708
H: 1.4804 -0.9241 -4.7196
O: 2.2517 2.7955 -2.1354
H: -0.6829 4.0741 1.8310
H: -3.3477 -2.0304 -1.3767
C: 2.5311 -0.8604 -4.9770
H: -6.4477 3.6379 3.1560
H: -1.0945 -1.2446 4.6696
O: 1.1867 1.1055 -0.5703
H: -8.4056 4.4623 2.0740
C: -4.6377 3.2954 -0.2310
C: 2.6088 -4.1605 -3.4779
C: 2.0725 0.0619 6.4066
C: -7.9739 4.5287 1.0764
H: 2.9640 2.1528 -2.2934
H: 3.8399 -0.1147 -0.5310
O: 0.3735 3.5827 -0.7626
C: -0.4933 -0.4437 -3.5499
C: -1.5925 -0.4361 -4.3977
C: 2.7239 3.1669 0.5681
C: -1.7423 4.1366 1.5976
C: 2.4463 4.6257 0.8858
C: -0.1760 -1.5787 -2.8152
C: 2.6571 -1.3387 4.1198
H: 1.8032 -4.1929 -5.4680
C: -4.4043 -1.6228 2.5377
C: 4.4308 0.5605 -4.2540
H: -3.1194 -0.7252 5.3408
O: -0.8410 -1.1920 0.6075
H: 5.8044 1.1883 -1.2366
O: 0.9123 1.9469 2.2749
H: 2.6350 -0.2988 -5.9056
Hg: 0.9217 -0.3433 1.2989
C: 1.0929 -0.1292 5.4526
C: -3.4836 -1.6232 4.8301
O: 4.0544 2.9585 0.1185
H: 0.1106 0.3014 5.5973
H: 4.1114 -0.3253 6.9923
C: -1.0413 -2.6785 -2.8243
H: -0.9011 -3.3941 -0.8391
H: 6.1612 1.6692 -3.6426
C: -3.2947 -1.5248 3.3440
C: -2.0054 -1.3134 2.7489
H: 0.1092 0.4525 -3.4443
O: -2.7958 -2.7103 5.4509
C: -5.9360 3.7769 -0.1807
C: -4.6463 3.0554 2.1596
P: 1.5462 2.5536 -0.7270
H: -4.1592 -0.4914 -1.1062
H: 2.4162 5.2185 -0.0288
H: 2.9723 2.3319 4.0022
C: 3.3418 -0.2282 -3.8812
H: -2.7860 -3.5250 -3.7300
H: -4.5584 -1.7119 5.0350
H: 4.6211 -1.5854 4.9176
H: 3.9218 -2.9784 -0.5890
C: -6.5922 3.9331 1.0368
H: -8.6331 4.0163 0.3747
H: -2.3161 4.3045 2.5053
O: 3.0888 0.7390 1.7072
H: 3.2297 5.0052 1.5400
C: 4.7088 -5.2613 -2.9336
H: 5.6559 -4.6150 -1.1150
C: 5.3126 1.0791 -3.3206

Properties
- multiplicity = 2
- M (Da) = 1322.168
- HOMO level (spin up / spin down) (hartree) = -0.091 / -0.171
- total energy (eV) = -119163.8064
- charge = -1
- F_max (eV Å⁻¹) = 2.0
- gap between HOMO and LUMO (spin up / spin down) (eV) = 4.660 / 6.813

2.
DFT (the ωB97M-V functional and the def2-TZVPD basis) results for a cluster of 2 separate species, C3H8O2 in total in a non-equilibrium geometry.

Positions of all 13 atoms, in Å:
H: -0.1837 1.9269 0.8884
H: -0.7186 0.7170 -1.5980
O: -0.5060 1.3925 -0.9550
H: 0.3514 -1.6080 1.3226
H: -1.4171 -0.7056 0.0543
C: -0.5121 1.0818 0.4055
H: 1.2556 0.6344 -2.8113
H: 0.4311 -0.2445 2.3347
C: -0.9571 -0.0871 0.8068
H: 1.6190 -0.8990 -2.4237
O: 1.8394 -0.0287 -2.2334
H: -0.9654 -1.3384 2.3596
C: -0.2364 -0.8415 1.8494

Properties
- multiplicity = 2
- M (Da) = 76.095
- HOMO level (spin up / spin down) (hartree) = -0.566 / -0.566
- total energy (eV) = -7324.9152
- charge = +1
- ΔE to the lowest compared entry with this formula, charge and spin (kcal/mol) = 38.6
- F_max (eV Å⁻¹) = 7.6
- gap between HOMO and LUMO (spin up / spin down) (eV) = 10.483 / 6.908

3.
DFT (the ωB97M-V functional and the def2-TZVPD basis) results for a structure of composition C28H19Cl2MgN6OS5.

Positions of all 62 atoms, in Å:
C: -0.4352 -1.7409 2.6253
C: 4.7311 2.0256 -1.4112
C: -3.1337 0.7356 -2.4447
H: 3.3859 1.1703 2.0702
H: 0.8449 -4.8104 3.0340
Mg: -0.3493 0.9507 -1.2426
H: 3.0395 -3.9135 -0.9893
N: -1.9582 1.3278 -2.7558
H: -5.0216 1.7826 -5.0544
C: 0.2432 -1.0590 3.6486
H: 1.1054 -2.3731 -1.2051
S: 4.0773 0.7183 -2.3018
H: -1.6614 -0.8204 1.0880
C: -1.8633 2.0389 -3.8524
H: 1.0137 2.4251 2.4765
H: -2.4146 1.5591 1.6441
H: 1.3510 3.0806 0.8513
C: 4.1240 -2.6551 0.3727
H: -2.8354 2.8170 -5.6118
C: 0.6498 -3.7586 3.2008
C: -0.2507 -3.0992 2.3878
C: 1.1352 -1.7458 4.4714
N: 2.7766 0.6042 1.5052
C: -0.9260 0.3901 2.6153
H: 4.9636 -3.3366 0.4251
C: 1.9692 -0.9488 0.1582
H: 5.0236 -1.2022 1.6907
C: -1.4219 1.6924 2.0733
C: -2.9589 2.2229 -4.7169
H: -0.8908 2.4757 -4.0472
C: -3.1046 -0.0471 -1.2318
H: -0.8289 3.0826 0.6565
H: 2.0353 -3.6459 4.8404
N: -0.5221 2.1898 1.0197
S: 3.5693 3.2665 -1.1513
C: 1.3326 -3.0914 4.2312
N: -1.2088 -0.7895 2.0067
S: 1.2372 0.2094 -3.1418
H: -6.3745 -1.0151 -1.3364
Cl: -4.3700 -1.6086 0.5640
H: -0.7685 -3.6069 1.5843
H: 1.6645 -1.2280 5.2612
C: 0.8827 2.2625 1.4015
C: -4.2864 0.8722 -3.2401
C: -4.3063 -0.6480 -0.8824
C: -5.4704 -0.5176 -1.6594
C: 2.1831 2.4956 -1.8927
C: -4.1619 1.6513 -4.4108
C: 1.5676 0.9802 1.0310
S: 0.6315 3.2984 -1.7796
O: -1.9949 -0.1369 -0.5697
H: -1.4801 2.3971 2.9107
S: 6.2915 2.0901 -0.8345
Cl: -6.9283 0.3524 -3.7497
C: 3.0652 -0.6402 0.9665
C: 3.0253 -2.9834 -0.4355
C: 4.1659 -1.4756 1.0911
N: -0.0958 0.2864 3.6236
C: 2.4193 1.2758 -2.4357
C: -5.4661 0.2181 -2.8063
N: 1.0459 0.0933 0.2198
C: 1.9378 -2.1407 -0.5561

Properties
- M (Da) = 711.047
- HOMO level (hartree) = -0.145
- total energy (eV) = -125008.5527
- charge = -1
- ΔE to the lowest compared entry with this formula, charge and spin (kcal/mol) = 0.0
- F_max (eV Å⁻¹) = 0.4
- gap between HOMO and LUMO (eV) = 6.083